(1)
Computed, not measured: a single C5H10O molecule, with ωB97M-V/def2-TZVPD.

Calculated values
Energy above the lowest of the compared OMol25 structures with the same formula, charge and spin   2.823 eV

```
16
C5H10O, DFT ωB97M-V/def2-TZVPD
C -0.820 -0.550 -1.089
C 0.248 -0.316 -0.021
C 1.670 -0.647 -0.472
C 0.116 1.076 0.685
C -0.578 0.632 1.950
O -1.883 0.630 1.786
H -0.753 -1.583 -1.450
H -1.827 -0.433 -0.666
H -0.727 0.120 -1.950
H 2.357 -0.564 0.378
H 2.035 0.001 -1.278
H 1.714 -1.687 -0.817
H 1.102 1.514 0.883
H -0.460 1.797 0.068
H 0.027 -1.074 0.743
H -2.178 1.096 0.969
```

(2)
Computed, not measured: C40H32BN6O6ReS2Se3Te as an isolated structure, with ωB97M-V/def2-TZVPD.

Calculated values
Energy above the lowest of the compared OMol25 structures with the same formula, charge and spin   0.000 eV
2S+1   2
Charge   -1

```
92
C40H32BN6O6ReS2Se3Te, DFT ωB97M-V/def2-TZVPD
Re 1.335 -0.357 -0.804
Se 3.440 0.810 -1.255
Se 4.751 -0.037 -3.016
Te 4.769 -2.363 -2.101
Se 2.259 -2.365 -2.061
N 0.566 1.306 -1.000
C 0.256 2.491 -1.318
C -0.631 3.241 -0.379
C -0.414 3.141 0.991
C -1.261 3.771 1.888
C -2.342 4.505 1.422
C -2.564 4.611 0.055
C -1.710 3.987 -0.841
C 0.765 3.154 -2.551
C 0.845 4.545 -2.618
C 1.358 5.169 -3.746
C 1.794 4.411 -4.823
C 1.722 3.026 -4.760
C 1.215 2.399 -3.634
H 0.424 2.555 1.342
H -1.078 3.688 2.952
H -3.010 4.993 2.120
H -3.414 5.172 -0.314
H -1.898 4.049 -1.905
H 0.518 5.141 -1.777
H 1.422 6.249 -3.779
H 2.195 4.897 -5.704
H 2.073 2.424 -5.589
H 1.175 1.322 -3.586
S -2.757 0.402 -0.040
C -3.261 0.340 -1.616
N -3.942 -0.775 -2.070
C -4.436 -0.901 -3.318
C -4.253 0.107 -4.204
C -3.512 1.214 -3.733
N -3.047 1.341 -2.521
H -4.042 -1.521 -1.397
H -4.946 -1.826 -3.543
H -4.612 0.045 -5.219
H -3.292 2.034 -4.412
O -0.822 -2.116 -2.281
B 0.009 -0.968 -2.348
O -0.162 -0.379 -3.617
C -0.964 -1.214 -4.332
C -1.362 -1.117 -5.646
C -2.194 -2.128 -6.130
C -2.598 -3.182 -5.320
C -2.187 -3.272 -3.987
C -1.367 -2.269 -3.521
H -1.031 -0.298 -6.270
H -2.519 -2.098 -7.162
H -3.227 -3.960 -5.733
H -2.471 -4.103 -3.354
C 0.999 -0.026 3.540
C 1.863 0.774 2.606
O 2.066 0.405 1.460
C 2.483 2.041 3.077
C 2.450 2.426 4.415
C 3.042 3.615 4.811
C 3.659 4.427 3.870
C 3.693 4.049 2.534
C 3.113 2.857 2.137
H 0.382 -0.715 2.969
H 0.366 0.619 4.148
H 1.636 -0.606 4.213
H 1.974 1.796 5.155
H 3.022 3.908 5.852
H 4.117 5.358 4.179
H 4.174 4.682 1.800
H 3.138 2.546 1.100
O 1.751 -7.121 7.473
S 2.031 -6.930 6.066
O 3.170 -6.081 5.779
O 1.925 -8.123 5.243
C 0.611 -5.962 5.446
N -0.558 -6.068 6.079
C -1.565 -5.367 5.581
C -1.442 -4.556 4.465
C -0.186 -4.521 3.874
N 0.830 -5.219 4.364
C 0.122 -3.667 2.697
C 1.449 -3.412 2.355
C 1.727 -2.555 1.314
N 0.761 -1.947 0.604
C -0.514 -2.224 0.894
C -0.868 -3.073 1.923
H -2.515 -5.448 6.101
H -2.281 -3.983 4.097
H 2.243 -3.889 2.915
H 2.746 -2.323 1.029
H -1.264 -1.728 0.293
H -1.917 -3.253 2.109
```

(3)
Computed, not measured: C44H34BrCl3N2O3P2Pt as an isolated structure in a non-equilibrium geometry, with ωB97M-V/def2-TZVPD.

Calculated values
Energy above the lowest of the compared OMol25 structures with the same formula, charge and spin   0.000 eV

```
90
C44H34BrCl3N2O3P2Pt, DFT ωB97M-V/def2-TZVPD
Pt -0.095 -0.529 -0.151
Cl -5.625 2.901 3.364
C -4.441 1.790 2.740
C -3.227 2.272 2.282
C -2.306 1.374 1.785
Cl -0.756 1.934 1.237
C -2.539 -0.012 1.682
O -1.705 -0.853 1.150
C -3.789 -0.431 2.177
Cl -4.187 -2.114 2.038
C -4.725 0.438 2.701
H -2.998 3.326 2.319
H -5.672 0.062 3.056
C -1.551 -1.351 -3.037
N -0.338 -2.008 -3.509
C 0.978 -1.444 -3.278
P 1.390 -1.494 -1.485
C 1.402 -3.273 -1.169
C 2.215 -4.085 -1.957
C 2.220 -5.455 -1.771
C 1.415 -6.021 -0.791
C 0.614 -5.216 0.003
C 0.604 -3.840 -0.184
C 3.108 -0.957 -1.357
C 3.950 -1.595 -0.449
C 5.239 -1.123 -0.254
C 5.696 -0.030 -0.975
C 4.860 0.609 -1.883
C 3.564 0.157 -2.063
C -0.518 -2.908 -4.573
C -1.626 -3.761 -4.575
C -1.830 -4.655 -5.612
C -0.938 -4.731 -6.670
C 0.157 -3.883 -6.680
C 0.365 -2.974 -5.655
P -1.331 0.072 -1.894
C -0.595 1.395 -2.889
C 0.257 2.303 -2.270
C 0.844 3.324 -3.007
C 0.577 3.438 -4.361
C -0.282 2.537 -4.982
C -0.869 1.519 -4.250
C -3.025 0.617 -1.578
C -3.375 1.954 -1.792
C -4.642 2.402 -1.460
C -5.569 1.523 -0.917
C -5.227 0.195 -0.710
C -3.959 -0.254 -1.033
H -2.173 -2.034 -2.439
H -2.162 -1.032 -3.893
H 1.089 -0.434 -3.692
H 1.710 -2.085 -3.769
H 2.862 -3.639 -2.705
H 2.852 -6.082 -2.385
H 1.419 -7.093 -0.646
H -0.004 -5.652 0.775
H -0.020 -3.222 0.446
H 3.582 -2.430 0.132
H 5.877 -1.604 0.473
H 6.702 0.335 -0.820
H 5.212 1.470 -2.432
H 2.904 0.705 -2.733
H -2.324 -3.746 -3.752
H -2.690 -5.309 -5.581
H -1.095 -5.437 -7.473
H 0.859 -3.914 -7.504
H 1.209 -2.303 -5.721
H 0.486 2.211 -1.213
H 1.512 4.008 -2.506
H 1.033 4.228 -4.942
H -0.495 2.632 -6.038
H -1.544 0.829 -4.739
H -2.657 2.649 -2.203
H -4.900 3.440 -1.616
H -6.553 1.876 -0.641
H -5.937 -0.490 -0.267
H -3.698 -1.284 -0.812
Br 2.863 3.817 4.816
C 2.597 2.812 3.236
C 2.567 3.464 2.013
N 2.410 2.814 0.866
C 2.239 1.498 0.924
C 2.208 0.766 2.103
C 2.433 1.442 3.294
C 1.992 -0.732 2.161
O 2.598 -1.362 3.002
O 1.188 -1.296 1.313
H 2.684 4.539 1.962
H 2.113 0.992 -0.027
H 2.462 0.898 4.227
```

(4)
Computed, not measured: an isolated ion of composition C5H12N2 and charge -1 in a non-equilibrium geometry, with ωB97M-V/def2-TZVPD.

Calculated values
Energy above the lowest of the compared OMol25 structures with the same formula, charge and spin   2.352 eV
2S+1   2
Charge   -1

```
19
C5H12N2, DFT ωB97M-V/def2-TZVPD
C 1.396 -0.058 1.552
C 1.413 0.580 0.197
C -0.020 0.891 -0.383
N -2.714 0.598 -1.218
C -1.851 -0.447 -1.224
C -0.526 -0.244 -1.107
N 2.162 -1.405 1.721
H 1.616 0.874 2.203
H 0.349 -0.257 1.866
H 1.754 1.591 0.165
H 1.927 -0.010 -0.593
H 0.004 1.722 -1.111
H -0.545 1.363 0.290
H -3.686 0.512 -1.280
H -2.408 1.393 -0.605
H -2.296 -1.399 -1.620
H 0.157 -1.044 -1.498
H 1.485 -2.082 2.178
H 3.037 -1.342 2.285
```